1.
A 2-piece molecular cluster, C2H6OS overall in a non-equilibrium geometry. Source: OMol25; level of theory: ωB97M-V/def2-TZVPD.

DFT total energy ... -15052.6648 eV
Gap between HOMO and LUMO ... 10.33 eV
LUMO energy ... 0.61 eV
HOMO level ... -9.715 eV
SMILES ... CC=O.S
Energy relative to the best compared isomer or geometry (same formula, charge and spin) ... 74.00 kJ/mol

Each atom is followed by the atoms it is bonded to, with distances in Å.
Cartesian coordinates (Å):
1 C 0.89775 0.23290 0.29674  C2 1.505, H4 1.120, H5 1.059, H6 1.156
2 C 1.45051 0.25086 -1.10247  C1 1.505, O3 1.205, H7 1.189
3 O 1.07243 0.77381 -2.12038  C2 1.205
4 H 0.55698 1.27117 0.54055  C1 1.120
5 H -0.04113 -0.25562 0.33605  C1 1.059
6 H 1.81448 -0.05077 0.94198  C1 1.156
7 H 2.52882 -0.24728 -1.14524  C2 1.189
8 S -2.97714 -0.70147 0.11456  H9 1.444, H10 1.425
9 H -3.12579 0.25616 1.18526  S8 1.444
10 H -2.17692 -1.52976 0.95296  S8 1.425

Which charges does natural (NBO) predict for the atoms? In e, they are: number 1, C, carries -0.748; number 2, C, carries 0.454; number 3, O, carries -0.514; number 4, H, carries 0.246; number 5, H, carries 0.257; number 6, H, carries 0.231; number 7, H, carries 0.070; number 8, S, carries -0.314; number 9, H, carries 0.164; number 10, H, carries 0.155

=====

2.
A 2-piece molecular cluster, C2H6OS overall in a non-equilibrium geometry. Source: OMol25; level of theory: ωB97M-V/def2-TZVPD.

DFT total energy ... -15052.1143 eV
Gap between HOMO and LUMO ... 9.37 eV
LUMO energy ... 0.60 eV
HOMO level ... -8.771 eV
SMILES ... C=O.CS
Energy relative to the best compared isomer or geometry (same formula, charge and spin) ... 127.11 kJ/mol

Each atom is followed by the atoms it is bonded to, with distances in Å.
Cartesian coordinates (Å):
1 C 2.14890 0.34292 2.41844  O2 1.193, H3 1.137, H4 1.163
2 O 1.67397 1.12711 1.65485  C1 1.193
3 H 2.72350 0.64084 3.35271  C1 1.137
4 H 1.68928 -0.70569 2.62303  C1 1.163
5 C -0.24993 -0.70989 -1.72488  S6 1.710, H7 1.113, H8 1.179, H9 1.112
6 S -1.75192 -0.31950 -1.00648  C5 1.710, H10 1.350
7 H 0.23148 -0.21844 -2.59946  C5 1.113
8 H 0.62197 -0.67799 -0.93202  C5 1.179
9 H -0.26092 -1.78177 -2.02063  C5 1.112
10 H -1.82738 1.01667 -1.18742  S6 1.350

Which charges does natural (NBO) predict for the atoms? In e, they are: number 1, C, carries 0.277; number 2, O, carries -0.479; number 3, H, carries 0.104; number 4, H, carries 0.099; number 5, C, carries -0.817; number 6, S, carries 0.012; number 7, H, carries 0.238; number 8, H, carries 0.211; number 9, H, carries 0.232; number 10, H, carries 0.123

=====

3.
A 2-piece molecular cluster, C2H6OS2 overall in a non-equilibrium geometry. Source: OMol25; level of theory: ωB97M-V/def2-TZVPD.

DFT total energy ... -25884.6545 eV
Gap between HOMO and LUMO ... 8.91 eV
LUMO energy ... -0.41 eV
HOMO level ... -9.325 eV
Energy relative to the best compared isomer or geometry (same formula, charge and spin) ... 389.99 kJ/mol

Each atom is followed by the atoms it is bonded to, with distances in Å.
Cartesian coordinates (Å):
1 C 1.27475 -0.22693 -0.64646  C2 1.476, H6 1.113, H7 1.103, H8 1.194
2 C -0.05638 -0.60776 -0.13514  C1 1.476, S5 1.786, H9 1.138
3 O -2.20695 -0.06949 1.34625  S5 1.427
4 S -1.07675 2.31404 0.44633  S5 1.916
5 S -0.94250 0.47718 0.97284  C2 1.786, O3 1.427, S4 1.916, H11 1.346
6 H 2.18077 -0.39143 -0.02137  C1 1.113
7 H 1.51053 -0.87578 -1.50670  C1 1.103
8 H 1.25446 0.87377 -1.10826  C1 1.194
9 H -0.42225 -1.68512 -0.09616  C2 1.138
10 H -1.15068 -0.24611 -1.43984  no bonds
11 H -0.36501 0.43762 2.18850  S5 1.346

Which charges does natural (NBO) predict for the atoms? In e, they are: number 1, C, carries -0.701; number 2, C, carries -0.567; number 3, O, carries -0.964; number 4, S, carries -0.450; number 5, S, carries 1.443; number 6, H, carries 0.238; number 7, H, carries 0.241; number 8, H, carries 0.256; number 9, H, carries 0.279; number 10, H, carries 0.189; number 11, H, carries 0.037

=====

4.
An isolated molecule of C2H6OS2 in a non-equilibrium geometry. Source: OMol25; level of theory: ωB97M-V/def2-TZVPD.

DFT total energy ... -25887.1892 eV
Gap between HOMO and LUMO ... 7.96 eV
LUMO energy ... -0.66 eV
HOMO level ... -8.620 eV
SMILES ... CCSSO
Energy relative to the best compared isomer or geometry (same formula, charge and spin) ... 145.43 kJ/mol

Each atom is followed by the atoms it is bonded to, with distances in Å.
Cartesian coordinates (Å):
1 C 1.38043 -0.58349 0.32001  C2 1.538, H6 1.094, H7 1.184, H8 1.039
2 C 0.90594 0.81851 -0.09900  C1 1.538, S3 1.764, H9 1.124, H10 1.032
3 S -0.66819 1.41214 0.43022  C2 1.764, S4 2.478
4 S -1.96873 -0.69622 0.38575  S3 2.478, O5 1.601
5 O -3.31559 -0.17515 -0.30626  S4 1.601, H11 1.021
6 H 2.12022 -1.05091 -0.33710  C1 1.094
7 H 1.62622 -0.43548 1.46885  C1 1.184
8 H 0.52771 -1.17625 0.33659  C1 1.039
9 H 0.98829 0.91439 -1.21549  C2 1.124
10 H 1.61439 1.46188 0.28854  C2 1.032
11 H -3.21067 -0.48944 -1.27209  O5 1.021

Which charges does natural (NBO) predict for the atoms? In e, they are: number 1, C, carries -0.599; number 2, C, carries -0.571; number 3, S, carries 0.059; number 4, S, carries 0.394; number 5, O, carries -0.827; number 6, H, carries 0.224; number 7, H, carries 0.207; number 8, H, carries 0.202; number 9, H, carries 0.200; number 10, H, carries 0.221; number 11, H, carries 0.490

=====

Among the records above, which one has the highest energy relative to the best compared isomer or geometry (same formula, charge and spin)?
number 3

=====

Look up the HOMO level of the third one.
-9.325 eV

=====

Number 2 is which compound?
C2H6OS

=====

Please write out number 1 again, unchanged.
A 2-piece molecular cluster, C2H6OS overall in a non-equilibrium geometry. Source: OMol25; level of theory: ωB97M-V/def2-TZVPD.

DFT total energy ... -15052.6648 eV
Gap between HOMO and LUMO ... 10.33 eV
LUMO energy ... 0.61 eV
HOMO level ... -9.715 eV
SMILES ... CC=O.S
Energy relative to the best compared isomer or geometry (same formula, charge and spin) ... 74.00 kJ/mol

Each atom is followed by the atoms it is bonded to, with distances in Å.
Cartesian coordinates (Å):
1 C 0.89775 0.23290 0.29674  C2 1.505, H4 1.120, H5 1.059, H6 1.156
2 C 1.45051 0.25086 -1.10247  C1 1.505, O3 1.205, H7 1.189
3 O 1.07243 0.77381 -2.12038  C2 1.205
4 H 0.55698 1.27117 0.54055  C1 1.120
5 H -0.04113 -0.25562 0.33605  C1 1.059
6 H 1.81448 -0.05077 0.94198  C1 1.156
7 H 2.52882 -0.24728 -1.14524  C2 1.189
8 S -2.97714 -0.70147 0.11456  H9 1.444, H10 1.425
9 H -3.12579 0.25616 1.18526  S8 1.444
10 H -2.17692 -1.52976 0.95296  S8 1.425

Which charges does natural (NBO) predict for the atoms? In e, they are: number 1, C, carries -0.748; number 2, C, carries 0.454; number 3, O, carries -0.514; number 4, H, carries 0.246; number 5, H, carries 0.257; number 6, H, carries 0.231; number 7, H, carries 0.070; number 8, S, carries -0.314; number 9, H, carries 0.164; number 10, H, carries 0.155